# 1
The following is a DFT calculation (ωB97M-V with the def2-TZVPD basis set) of a single C6H10O molecule.

Structure (XYZ):
```
17
Properties=species:S:1:pos:R:3:forces:R:3:nbo_charge:R:1
C 2.073 0.087 0.077 0.0715 0.0056 0.0142 -0.630
C 0.584 -0.136 -0.019 -0.0646 -0.2105 0.0232 -0.071
C 0.008 -1.295 0.319 0.0996 0.1667 -0.0287 -0.124
C -1.450 -1.648 0.195 -0.0312 0.0006 -0.0333 -0.660
C -1.566 1.341 -0.102 0.0713 0.0371 -0.2782 -0.232
C -0.212 0.988 -0.604 0.0114 -0.1408 -0.0102 -0.039
O -0.085 2.272 0.119 0.0396 0.0508 0.1957 -0.576
H 2.320 0.966 0.687 -0.0504 -0.1241 -0.0917 0.209
H 2.508 0.262 -0.915 -0.0782 -0.0103 0.1322 0.216
H 2.573 -0.780 0.518 -0.0993 0.1345 -0.0700 0.220
H 0.663 -2.077 0.707 -0.0849 0.1322 -0.0327 0.195
H -2.032 -1.199 1.006 0.0829 -0.0937 -0.0907 0.248
H -1.586 -2.733 0.223 0.0306 0.1508 -0.0056 0.212
H -1.879 -1.278 -0.741 0.0397 -0.0625 0.1363 0.217
H -2.032 1.947 -0.899 0.0870 -0.0158 0.1601 0.125
H 0.093 1.219 -1.633 -0.0926 -0.0476 0.1190 0.182
H 0.021 2.064 1.061 -0.0323 0.0273 -0.1394 0.508
```
Positions in Å, forces in eV/Å.

Summary:
E_LUMO = 0.8 eV
HOMO-LUMO gap = 9.08 eV
Net charge = 0

# 2
The following is a DFT calculation (ωB97M-V with the def2-TZVPD basis set) of a molecular structure, C22H33BrClHfN5O2S.

Structure (XYZ):
```
66
Properties=species:S:1:pos:R:3:forces:R:3:nbo_charge:R:1
Hf -0.877 0.388 -2.129 2.2678 0.2634 4.9803 2.008
C 3.753 -1.854 0.242 0.3147 -0.0407 0.0550 -0.646
C 2.648 -2.004 -0.740 -0.5084 0.0674 -0.3294 -0.006
C 2.331 -3.240 -1.319 -0.1170 0.4213 0.0320 -0.097
C 1.216 -3.364 -2.132 -0.3196 0.1499 -0.1392 -0.236
C 0.437 -2.237 -2.322 0.2085 -0.2453 -0.0457 0.183
Br -1.277 -2.300 -3.181 0.3689 -0.5385 0.1122 0.253
N 0.760 -1.030 -1.859 0.8472 -1.3687 -0.4784 -0.632
C 1.856 -0.920 -1.099 0.4884 -0.0353 0.2852 0.076
H 4.715 -2.072 -0.217 0.1193 -0.0059 -0.0486 0.257
H 3.623 -2.566 1.054 0.0097 -0.0122 0.1031 0.244
H 3.797 -0.851 0.658 -0.0123 0.0588 0.0211 0.232
H 2.946 -4.103 -1.114 0.0532 -0.1180 0.0105 0.254
H 0.944 -4.303 -2.590 -0.0456 -0.0604 0.0485 0.268
H 2.096 0.079 -0.752 -0.0377 -0.0556 0.0409 0.227
O -2.706 0.705 -2.656 -2.0464 0.3789 -1.7847 -0.597
N -2.872 0.834 -3.940 -1.3245 0.0241 -0.6897 0.231
N -1.827 0.788 -4.629 -0.3030 -0.0343 0.2150 0.199
O -0.641 0.579 -4.064 -0.2022 0.4867 -1.7991 -0.628
C -1.903 0.972 -6.019 -0.0989 0.3172 -1.7079 0.107
C -0.902 0.468 -6.849 -0.1310 0.0058 0.4601 -0.210
C -1.025 0.640 -8.216 -0.1204 0.0021 0.0171 -0.191
C -2.119 1.310 -8.745 0.0346 -0.0243 0.1029 -0.145
C -3.100 1.824 -7.905 0.0881 -0.1113 -0.0512 -0.185
C -3.003 1.660 -6.538 0.2302 -0.0532 0.2252 -0.199
H -0.055 -0.056 -6.432 0.0198 0.0004 0.0254 0.236
H -0.269 0.232 -8.867 0.1017 -0.0009 -0.0841 0.241
H -2.202 1.434 -9.814 -0.0206 0.0259 -0.0505 0.242
H -3.943 2.352 -8.321 -0.0936 0.0795 -0.0201 0.245
H -3.743 2.068 -5.866 -0.0741 0.0191 -0.0730 0.246
Cl -1.284 2.901 -1.080 -0.0206 -0.2860 -0.0382 0.032
C 0.291 2.127 -1.594 1.0804 1.1383 0.0933 -0.941
H 0.957 2.228 -0.732 -0.0213 -0.1203 -0.1346 0.245
H 0.689 2.741 -2.409 -0.0580 -0.0493 0.2062 0.263
C 0.231 -1.567 6.637 -0.0400 -0.2191 -0.0639 -0.611
C -0.369 -2.710 5.833 -0.1146 0.1710 -0.0088 -0.397
C -1.048 -2.246 4.545 0.2751 -0.1346 0.1292 -0.401
C -0.037 -1.689 3.545 -0.0156 -0.0467 0.6832 -0.236
N -0.646 -1.449 2.253 -0.3379 -0.0045 -0.2400 -0.536
C -0.927 -0.356 1.566 0.3111 0.1242 -0.2286 0.422
S -1.660 -0.695 0.025 -0.8918 -0.3273 0.1476 -0.295
N -0.732 0.901 1.947 -0.0505 0.1263 -0.1602 -0.567
C -0.725 1.415 3.323 0.3670 -0.0478 0.5157 -0.235
C 0.649 1.726 3.944 -0.1426 0.2971 0.0580 -0.420
C 1.099 3.181 3.793 0.1402 -0.2207 -0.1443 -0.395
C 1.636 3.494 2.404 -0.0610 0.0904 0.2688 -0.604
H 0.668 -1.952 7.552 0.0810 0.0539 0.1604 0.237
H -0.529 -0.839 6.904 -0.0997 0.1520 0.0657 0.208
H 1.019 -1.065 6.084 0.1909 0.1660 -0.0390 0.188
H -1.110 -3.222 6.446 -0.0145 -0.0898 -0.0119 0.228
H 0.410 -3.437 5.600 0.0052 -0.1332 -0.0478 0.202
H -1.804 -1.495 4.781 -0.0828 0.0635 -0.0754 0.207
H -1.556 -3.097 4.088 -0.1258 -0.0231 -0.0815 0.212
H 0.748 -2.436 3.393 0.0532 0.1220 -0.0165 0.214
H 0.422 -0.782 3.915 0.1219 0.0511 -0.0354 0.223
H -1.006 -2.293 1.823 0.0364 0.1538 -0.0886 0.425
H -0.946 1.599 1.241 -0.0478 -0.3139 0.0748 0.428
H -1.260 0.695 3.942 -0.0695 0.0287 -0.0413 0.216
H -1.311 2.335 3.318 -0.1084 -0.1188 -0.0711 0.231
H 1.424 1.081 3.524 -0.0232 -0.1543 0.0586 0.201
H 0.569 1.515 5.013 0.0334 -0.1630 -0.0116 0.234
H 1.886 3.371 4.522 -0.0135 0.0460 0.0588 0.225
H 0.273 3.850 4.037 -0.0342 0.0341 0.0742 0.207
H 2.494 2.863 2.177 0.0454 -0.0535 -0.0887 0.201
H 1.957 4.531 2.356 0.0314 0.0835 -0.1518 0.237
H 0.868 3.342 1.648 -0.0957 0.0081 -0.2485 0.172
```
Positions in Å, forces in eV/Å.

Summary:
E_LUMO = -6.4 eV
HOMO-LUMO gap = 8.05 eV
Net charge = +2

# 3
The following is a DFT calculation (ωB97M-V with the def2-TZVPD basis set) of 4 unconnected molecules or ions with the total composition C12H28N4O4.

Structure (XYZ):
```
48
Properties=species:S:1:pos:R:3:forces:R:3:nbo_charge:R:1
C 0.193 3.925 -0.814 0.5968 0.0607 0.1827 -0.417
N -0.723 3.069 -0.108 -0.2282 0.0633 0.0619 -0.637
C -2.048 3.343 -0.054 -0.0061 0.2113 0.0138 0.670
C -2.890 2.344 0.700 0.4936 -0.2704 -0.1357 -0.709
O -2.550 4.329 -0.573 0.0600 0.0215 -0.0626 -0.652
H 0.698 4.634 -0.148 -0.1471 0.0272 -0.0062 0.183
H -0.323 4.487 -1.584 -0.0620 -0.0661 -0.0905 0.244
H 0.981 3.312 -1.262 -0.1028 0.0643 -0.1390 0.186
H -0.370 2.258 0.384 -0.1288 -0.0302 -0.2025 0.431
H -3.851 2.306 0.199 -0.1837 -0.0372 0.2263 0.231
H -2.980 2.659 1.739 -0.2407 0.1030 -0.0047 0.227
H -2.406 1.366 0.700 -0.1442 -0.0339 0.0069 0.225
C 0.208 1.291 -4.176 0.4289 1.1454 -0.2205 -0.430
N 0.110 2.115 -5.377 -0.1577 -0.3273 0.0588 -0.618
C 0.220 3.470 -5.387 0.0025 0.0119 0.1488 0.673
C 0.057 4.105 -6.746 -0.0378 0.3681 0.0511 -0.710
O 0.444 4.121 -4.385 0.0376 0.0031 0.0907 -0.626
H -0.647 0.627 -4.115 0.1641 -0.3339 0.0414 0.204
H 0.200 1.967 -3.321 -0.2085 0.0587 -0.0746 0.239
H 1.190 0.815 -4.151 -0.2392 -0.5176 0.0185 0.193
H -0.021 1.650 -6.257 -0.0538 0.0103 -0.0081 0.386
H -0.572 3.507 -7.404 0.1907 -0.0243 -0.1695 0.209
H 1.044 4.294 -7.172 -0.0245 -0.2679 -0.1450 0.235
H -0.393 5.089 -6.633 -0.1063 -0.0651 0.1529 0.244
C 0.594 -1.929 2.196 0.5174 -0.1753 0.4918 -0.430
N 0.873 -1.629 0.808 -0.2965 -0.4053 0.2244 -0.596
C 0.432 -0.522 0.189 1.1382 0.7193 -0.0055 0.687
C 0.795 -0.386 -1.278 -0.9496 0.2203 0.0944 -0.718
O -0.077 0.415 0.797 -0.3100 -0.4994 0.0911 -0.672
H 0.358 -1.018 2.737 -0.1896 0.0803 -0.1651 0.228
H 1.499 -2.340 2.654 -0.0608 -0.0036 -0.0600 0.194
H -0.184 -2.679 2.325 -0.1297 0.1096 -0.0928 0.226
H 1.371 -2.335 0.295 -0.1548 0.0733 -0.2658 0.395
H 0.224 0.475 -1.621 0.1175 0.0105 -0.0999 0.243
H 0.461 -1.248 -1.855 0.3021 -0.1122 -0.0291 0.223
H 1.851 -0.174 -1.415 0.1056 -0.1945 0.0370 0.236
C -0.377 -3.263 5.685 -0.2902 0.0841 -0.2643 -0.423
N 0.493 -4.394 5.507 0.3285 -0.3757 -0.0387 -0.608
C 0.539 -5.165 4.387 -0.3437 0.2885 -0.0083 0.673
C 1.441 -6.363 4.460 0.4258 -0.1118 -0.5796 -0.708
O -0.133 -4.929 3.394 0.1007 -0.0032 0.1609 -0.646
H -0.867 -3.338 6.654 0.0730 0.2260 0.0726 0.203
H -1.152 -3.287 4.922 0.0579 -0.0729 -0.0580 0.235
H 0.166 -2.323 5.578 -0.0572 0.0756 0.1819 0.196
H 1.112 -4.630 6.260 -0.0111 -0.0649 0.0176 0.390
H 2.032 -6.439 5.369 -0.2044 -0.1239 0.1580 0.208
H 2.143 -6.331 3.624 -0.0741 0.1510 0.0271 0.238
H 0.833 -7.247 4.271 0.0022 -0.0708 0.3155 0.246
```
Positions in Å, forces in eV/Å.

Summary:
E_LUMO = 0.5 eV
HOMO-LUMO gap = 9.06 eV
Structure (SMILES) = CNC(C)=O.CNC(C)=O.CNC(C)=O.CNC(C)=O
Net charge = 0

Respective highest occupied orbital energy values: -8.3; -14.5; -8.5 eV.
Respective strongest force on any atom values: 0.3; 5.5; 1.3 eV/A.
Respective energy above the lowest of the compared OMol25 structures with the same formula, charge and spin values: 97.61; 29.78; 5.58 kcal per mole.